DFT (ωB97M-V/def2-TZVPD) results for a structure of composition C5H12N2O at a distorted geometry.

Frontier orbital gap, eV: 9.52
HOMO, eV: -8.54
Max |F|, eV/Å: 3.0
2S+1: 1

Element x y z (Å)
C (1.26339, 0.49851, 1.09891)
C (0.85999, -0.46119, 0.01063)
C (1.79818, -1.23067, -0.57959)
O (-0.74574, -1.62636, 1.03483)
H (-0.97520, -2.46193, 0.60910)
H (2.29046, 0.32563, 1.41423)
H (1.17016, 1.53725, 0.78461)
H (0.63763, 0.38271, 1.98557)
H (2.81629, -1.24493, -0.22281)
H (1.58230, -1.83531, -1.44747)
C (-0.50520, 1.19363, -1.42355)
N (-1.98125, 0.55873, 0.87451)
C (-0.43896, -0.17945, -0.76685)
N (-1.59160, -0.45787, 0.09822)
H (-2.82963, 0.34136, 1.38349)
H (-1.28737, 1.02445, 1.45611)
H (-0.51116, -0.94938, -1.54069)
H (-0.47180, 1.99844, -0.69208)
H (-1.43083, 1.29082, -1.98833)
H (0.35030, 1.29556, -2.08884)


DFT (ωB97M-V/def2-TZVPD) results for a cluster of 2 separate species, C5H12N2O in total.

Frontier orbital gap, eV: 9.04
HOMO, eV: -8.23
SMILES: C/C=C/N.CNC=O
Max |F|, eV/Å: 0.9
2S+1: 1

Element x y z (Å)
C (0.61535, -0.42865, -2.59996)
C (1.12896, -1.22748, -1.43857)
C (1.48139, -0.81142, -0.22273)
N (1.90951, -1.65176, 0.81292)
H (0.44083, 0.61324, -2.32286)
H (1.32052, -0.44087, -3.42788)
H (-0.29045, -0.92007, -2.96977)
H (1.15522, -2.29499, -1.65217)
H (1.27299, 0.21001, 0.06564)
H (2.61506, -1.23637, 1.40128)
H (2.23990, -2.54173, 0.48669)
C (-1.67002, 1.66002, 2.29963)
N (-1.06219, 1.37632, 1.01163)
C (-1.67796, 0.52415, 0.16032)
O (-2.72504, -0.04392, 0.37555)
H (-2.55549, 2.28562, 2.19736)
H (-0.94433, 2.06911, 3.00000)
H (-1.95813, 0.71801, 2.77226)
H (-0.20819, 1.84238, 0.78444)
H (-1.08793, 0.29840, -0.73378)


What is the frontier orbital gap in the second record?
9.04 eV


Look up the max |F| of the second one.
0.9 eV/Å


Look up the HOMO of the second one.
-8.23 eV